C27H41Cl3N3O3PbSi | ωB97M-V/def2-TZVPD

ORCA input file:
```
! wB97M-V def2-TZVPD RIJCOSX def2/J DEFGRID3
* xyz -1 1
C -2.33469 -2.01462 -4.73276
C -1.75181 -2.50212 -3.40598
H -2.80599 -2.85488 -5.27759
H -1.54028 -1.62909 -5.41371
H -3.18093 -1.29489 -4.61118
C -1.10774 -3.69669 -3.27307
C -1.30547 -4.77332 -4.27308
H -0.57217 -3.89859 -2.33347
H -0.65676 -4.48672 -5.11315
H -2.33822 -4.89917 -4.67660
H -0.97253 -5.71516 -3.82410
Pb 2.04007 2.23624 0.69831
Cl -0.87639 1.92749 1.32855
Cl 3.66969 3.71119 -0.53360
H 0.41549 7.46610 3.87704
H -1.76908 6.42504 4.08915
C 0.83261 6.65804 3.26948
C -1.64495 6.29294 3.00985
N -0.27255 5.89253 2.70795
H 1.44961 5.98182 3.88179
C 0.07094 4.86958 1.91902
O 1.25306 4.60563 1.69897
H -2.31439 5.50119 2.66459
H -0.75968 4.26756 1.48588
H 1.45746 7.05668 2.45435
H -1.91144 7.23755 2.51470
H 2.72840 -0.90406 -3.21458
H 1.09409 -2.83708 -2.00916
C 3.48743 -1.12598 -2.45310
C 2.13029 -3.06798 -1.83428
N 2.87786 -1.92810 -1.39980
H 3.89816 -0.20101 -2.05022
C 2.85668 -1.54374 -0.10878
O 3.27082 -0.45039 0.31528
H 2.16146 -3.84086 -1.07324
H 2.39718 -2.33594 0.55021
H 4.28869 -1.72613 -2.89926
H 2.57783 -3.44458 -2.75279
O -1.08065 -0.34896 -2.32291
C -1.81788 -1.61699 -2.19136
C -0.70431 -1.45760 0.09777
C -1.46784 -2.18852 -0.83889
H -0.36957 -0.44379 -0.08855
C -0.36995 -1.99300 1.34690
H -2.91015 -1.39575 -2.18385
C -1.97957 -3.42985 -0.44760
H 0.21028 -1.39234 2.06994
C -0.83833 -3.25547 1.67564
C -1.58000 -4.00626 0.75170
H -2.58897 -3.96419 -1.19911
H -0.61174 -3.70071 2.64725
H -1.91661 -5.03331 0.95163
Si -0.59662 1.28417 -2.85112
Cl 1.43630 1.02554 -1.46121
C 0.43762 3.03848 -3.30138
C -1.98644 2.15547 -2.00850
C -0.33293 0.74419 -4.60340
H 0.77211 3.59828 -2.42363
H -0.12800 3.75706 -3.91795
H 1.35929 2.85515 -3.88360
H 0.53180 0.07076 -4.59776
H -0.15554 1.45680 -5.40219
H -1.20622 0.16369 -4.88001
H -2.73410 1.36564 -1.96464
H -2.38274 3.01771 -2.52751
H -1.79437 2.39746 -0.95989
N 2.35036 1.06213 3.25042
C 1.73401 0.43551 4.01287
C 1.05752 -0.33078 5.01252
C -0.34730 -0.40555 5.07822
C -0.94911 -1.14904 6.09484
C -0.17034 -1.81575 7.04951
C 1.23642 -1.74352 6.96911
C 1.85124 -1.00500 5.95397
H -0.94547 0.09743 4.31291
H -2.03641 -1.20295 6.15027
H -0.63599 -2.39526 7.85274
H 1.86734 -2.25637 7.70063
H 2.95006 -0.95295 5.87456
*
```

- Energy above the lowest of the compared OMol25 structures with the same formula, charge and spin: 74.60 kcal per mole
- HOMO energy: -4.65 eV
- Total energy: -89973.5934 eV